Entry 1:
Molecular formula: C35H42F18O15S2
Method: DFT, wB97M-V/def2-TZVPD

```
112
Properties=species:S:1:pos:R:3:forces:R:3:lowdin_charge:R:1
O -1.121 -4.509 3.513 -1.6 4.0 -0.4 0.053
C -1.636 -3.368 3.617 0.7 -2.3 1.7 -0.284
C -1.748 -2.270 2.457 -0.5 0.4 1.2 -0.068
C -2.649 -2.691 1.195 1.7 0.2 -0.1 -0.244
C -1.820 -3.437 0.008 -0.6 -0.2 -1.2 -0.301
C -0.555 -2.573 -0.509 -0.1 0.1 0.3 -0.089
C -1.089 -1.127 -0.950 -0.2 -0.4 0.2 -0.218
O -1.142 -0.152 0.111 0.3 -1.3 -0.2 -0.030
C -0.307 -0.466 -2.192 0.0 1.9 0.7 -0.317
F -1.184 -0.421 -3.308 2.6 -0.4 1.8 0.065
F 0.963 -1.026 -2.466 -3.1 1.1 0.0 0.079
F -0.056 0.912 -1.846 -0.3 -3.1 -1.4 0.043
C -1.473 -4.967 0.345 0.4 -0.4 0.4 -0.539
S -0.850 -5.749 -1.261 -0.1 0.1 -0.1 0.721
C -2.723 -5.864 0.808 1.1 -1.3 -0.9 -0.238
O -3.496 -5.325 1.915 -0.1 2.3 -0.2 -0.255
S -4.083 -3.797 1.590 -6.1 0.5 -2.9 0.788
O -4.875 -3.915 0.291 3.3 0.0 2.9 -0.333
O -5.028 -3.250 2.619 3.9 -1.8 -1.1 -0.293
C -2.187 -2.975 5.089 -1.1 1.4 3.4 -0.095
C -3.588 -3.395 5.587 1.3 1.3 1.7 -0.018
C -4.188 -3.021 6.987 4.2 1.1 -1.4 -0.045
C -3.299 -2.207 7.963 0.7 -1.5 -3.8 -0.058
C -1.857 -1.802 7.509 -1.8 -1.5 -1.9 -0.046
C -1.288 -2.148 6.088 -3.5 -1.1 1.1 -0.002
H -2.225 -1.336 2.945 0.7 -1.6 -0.8 0.146
H -0.679 -1.951 2.179 -1.6 -0.8 0.1 0.114
H -3.111 -1.712 0.787 0.4 -1.9 0.6 0.154
H -2.554 -3.466 -0.889 1.0 -0.1 1.5 0.148
H -0.048 -3.049 -1.418 -0.9 0.4 1.3 0.111
H 0.253 -2.525 0.314 -1.2 0.2 -1.3 0.121
H -2.182 -1.278 -1.302 1.8 0.5 0.4 0.172
H -0.396 -0.270 0.739 -0.4 0.0 -0.8 0.091
H -0.569 -5.039 1.062 -1.9 0.2 -0.8 0.117
H -0.822 -7.129 -1.114 -0.3 1.2 0.6 -0.115
H -3.402 -6.162 -0.076 1.0 1.0 1.4 0.134
H -2.279 -6.864 1.188 -0.8 1.8 -0.3 0.147
H -4.252 -4.022 4.909 1.1 1.1 0.9 0.082
H -5.253 -3.366 7.221 1.9 0.6 -0.3 0.093
H -3.749 -1.949 8.977 1.1 -0.4 -1.8 0.073
H -1.211 -1.229 8.268 -1.0 -1.1 -1.6 0.072
H -0.222 -1.828 5.792 -2.0 -0.6 0.6 0.088
C 5.364 -1.247 0.380 -0.2 0.3 0.0 -0.057
C 4.796 -2.097 1.500 0.6 -0.4 -0.6 -0.198
O 4.149 -1.274 2.484 -1.3 0.5 0.3 0.033
C 2.892 -0.885 2.196 1.4 -1.2 -1.0 -0.358
O 2.306 -1.181 1.184 -0.3 0.5 0.8 0.143
C 2.312 -0.063 3.342 -0.6 1.3 1.6 -0.508
F 3.176 0.861 3.805 -0.1 -0.5 -0.5 0.166
F 1.978 -0.838 4.397 0.2 -0.1 -0.7 0.152
F 1.194 0.604 2.989 0.5 -0.6 -0.3 0.153
H 6.027 -0.477 0.781 0.0 -0.2 0.0 0.087
H 5.923 -1.863 -0.327 0.0 0.0 0.1 0.086
H 4.569 -0.731 -0.165 0.0 -0.1 0.0 0.075
H 5.608 -2.619 2.012 -0.2 0.2 0.2 0.128
H 4.112 -2.861 1.121 -0.1 0.2 0.1 0.126
C 1.905 3.142 -3.197 0.3 0.3 0.0 -0.052
C 2.140 1.813 -3.887 -0.6 0.1 0.6 -0.211
O 3.082 1.958 -4.962 1.2 -0.1 -0.4 0.021
C 4.386 1.961 -4.610 -1.5 -0.2 1.4 -0.365
O 4.783 1.856 -3.478 0.3 0.1 -1.1 0.166
C 5.269 2.072 -5.849 1.4 0.2 -1.5 -0.507
F 4.835 3.015 -6.713 -0.2 -0.2 0.5 0.147
F 5.314 0.913 -6.541 -0.3 0.2 0.6 0.158
F 6.544 2.387 -5.555 -0.8 -0.2 0.4 0.161
H 1.598 3.901 -3.921 -0.1 -0.1 0.0 0.085
H 1.131 3.049 -2.432 0.1 0.0 -0.1 0.072
H 2.819 3.506 -2.721 -0.1 -0.1 0.0 0.080
H 1.207 1.461 -4.332 0.3 0.0 -0.2 0.114
H 2.469 1.044 -3.182 0.2 0.2 -0.2 0.114
C -3.482 1.433 -5.178 -0.3 0.2 -0.1 -0.055
C -2.116 2.049 -5.408 -0.1 -0.6 0.6 -0.214
O -2.125 2.875 -6.583 -0.1 1.1 -0.4 0.021
C -2.618 4.122 -6.426 0.1 -1.2 1.5 -0.365
O -3.040 4.557 -5.385 0.2 0.2 -1.1 0.169
C -2.522 4.901 -7.734 -0.1 1.1 -1.8 -0.509
F -2.931 4.178 -8.798 0.1 -0.1 0.7 0.155
F -1.253 5.284 -7.998 -0.3 -0.3 0.5 0.150
F -3.265 6.022 -7.728 0.3 -0.7 0.5 0.161
H -3.814 0.892 -6.067 0.1 -0.1 0.1 0.087
H -3.457 0.743 -4.332 0.1 0.1 -0.1 0.073
H -4.232 2.202 -4.975 0.1 0.0 0.1 0.081
H -1.384 1.258 -5.585 0.0 0.2 -0.3 0.117
H -1.775 2.614 -4.536 -0.1 0.1 -0.2 0.125
C -0.076 -1.901 14.085 0.2 0.3 -0.2 -0.062
C -1.325 -2.409 13.391 0.4 -0.5 0.5 -0.204
O -1.964 -1.352 12.658 -0.1 0.5 -1.1 0.023
C -1.447 -1.079 11.442 0.7 -1.5 1.2 -0.366
O -0.506 -1.655 10.961 -0.8 0.8 -0.2 0.161
C -2.248 0.025 10.758 -0.9 1.7 -0.8 -0.509
F -2.520 1.057 11.583 0.3 -0.6 0.0 0.161
F -3.441 -0.425 10.306 0.6 0.0 0.6 0.128
F -1.612 0.551 9.696 0.1 -0.6 0.6 0.148
H -0.310 -1.038 14.714 -0.1 -0.2 0.0 0.084
H 0.366 -2.683 14.705 -0.1 0.0 -0.1 0.084
H 0.672 -1.571 13.359 0.0 -0.2 0.0 0.077
H -2.044 -2.752 14.138 -0.1 0.3 -0.2 0.127
H -1.108 -3.258 12.739 0.0 0.3 -0.1 0.127
C 1.934 4.124 -8.736 -0.3 0.2 -0.1 -0.052
C 3.298 4.737 -8.988 -0.1 -0.6 0.6 -0.209
O 3.276 5.553 -10.169 -0.1 1.1 -0.4 0.024
C 2.787 6.802 -10.016 0.1 -1.3 1.6 -0.366
O 2.377 7.246 -8.975 0.2 0.2 -1.1 0.167
C 2.868 7.570 -11.332 -0.1 1.1 -1.8 -0.511
F 2.445 6.839 -12.385 0.1 0.0 0.7 0.153
F 4.134 7.949 -11.614 -0.3 -0.3 0.5 0.154
F 2.126 8.693 -11.326 0.3 -0.7 0.5 0.157
H 1.591 3.575 -9.617 0.1 -0.1 0.1 0.088
H 1.969 3.441 -7.884 0.1 0.0 -0.1 0.077
H 1.188 4.895 -8.531 0.1 -0.1 0.1 0.062
H 4.028 3.944 -9.167 0.0 0.3 -0.3 0.121
H 3.649 5.309 -8.125 -0.1 0.1 -0.2 0.124
```
Forces are in eV/Å.

Summary:
Orbital gap, eV: 8.91
Largest force on an atom, Eh/bohr: 0.131
E, Eh: -5081.26054
HOMO energy, eV: -8.9

Entry 2:
Molecular formula: C35H42I2N2NiO3SeSiTe
Method: DFT, wB97M-V/def2-TZVPD

```
88
Properties=species:S:1:pos:R:3:forces:R:3:lowdin_charge:R:1
Ni -0.120 -0.647 0.337 0.5 -0.8 -1.9 0.074
O -0.318 -3.130 -2.922 0.0 0.1 -0.1 0.043
C -0.228 -2.214 -2.116 0.0 0.2 -0.7 -0.612
O -0.131 -2.342 -0.856 -0.2 0.6 1.0 -0.258
C -0.141 -0.778 -2.624 0.0 -0.3 -0.1 -0.176
C -0.167 -0.508 -3.985 -0.1 -0.1 0.1 0.007
C -0.021 0.796 -4.410 0.0 0.0 0.3 -0.049
C 0.157 1.781 -3.452 0.0 0.0 0.0 -0.057
C 0.148 1.428 -2.112 0.0 0.4 -0.2 -0.173
N 0.002 0.176 -1.702 0.1 -0.4 0.5 0.045
H -0.307 -1.329 -4.673 0.0 -0.1 0.1 0.119
H -0.056 1.039 -5.463 0.0 0.1 0.0 0.107
H 0.293 2.813 -3.731 -0.1 0.1 0.0 0.102
H 0.250 2.195 -1.353 0.0 -0.1 0.0 0.073
I -0.760 1.618 1.368 -0.6 0.9 0.8 1.101
C -1.314 1.480 3.360 0.4 -0.1 -0.7 -0.469
I -0.774 -2.163 2.333 -0.9 0.1 0.7 0.471
H -1.228 0.511 3.812 -0.1 -0.3 0.0 -0.088
H -1.223 2.376 3.938 -0.1 0.3 0.0 -0.040
C 2.211 -8.422 4.802 0.0 0.1 0.0 -0.053
C 2.028 -7.170 3.995 0.0 -0.1 -0.1 -0.271
C 1.812 -7.213 2.628 0.0 0.0 0.1 -0.013
C 1.722 -6.046 1.883 0.0 -0.1 -0.1 -0.303
C 1.453 -6.121 0.414 0.0 -0.2 -0.1 -0.080
C 1.867 -4.804 2.501 -0.1 -0.2 -0.2 -0.318
Te 1.851 -3.210 1.066 1.5 -0.8 0.3 1.737
N 2.624 -1.851 2.286 0.1 0.1 0.2 -0.191
C 2.406 -0.690 1.751 0.4 -0.6 0.6 -0.703
O 1.994 -0.523 0.561 -1.0 0.6 -1.0 -0.184
C 2.605 0.460 2.674 0.0 0.2 0.1 -0.178
C 1.864 0.465 3.850 0.1 0.0 0.0 -0.068
C 1.970 1.520 4.734 0.0 0.0 0.0 -0.088
C 2.859 2.549 4.474 0.1 0.1 0.1 -0.096
C 3.620 2.534 3.315 0.1 0.1 0.0 -0.086
C 3.477 1.502 2.403 0.0 0.0 -0.1 -0.023
C 3.805 -3.643 0.193 -0.2 0.1 -0.2 -0.251
C 3.834 -3.726 -1.202 -0.1 -0.1 0.0 -0.297
C 2.604 -3.891 -2.038 -0.1 0.0 0.0 -0.074
C 5.052 -3.704 -1.870 0.1 0.0 0.1 -0.020
C 6.251 -3.604 -1.190 -0.1 0.0 -0.1 -0.271
C 7.545 -3.512 -1.943 0.0 0.0 0.0 -0.054
C 6.212 -3.572 0.196 -0.1 0.0 0.0 -0.020
C 5.011 -3.589 0.895 0.1 -0.1 0.2 -0.277
C 5.070 -3.548 2.390 0.1 0.0 0.1 -0.057
C 1.958 -4.745 3.894 0.0 0.2 0.1 -0.293
C 1.876 -3.461 4.648 0.1 0.1 0.2 -0.090
C 2.061 -5.930 4.610 0.0 -0.1 -0.2 -0.016
H 2.088 -9.310 4.185 0.0 -0.1 0.0 0.071
H 1.491 -8.464 5.619 0.0 -0.1 0.1 0.078
H 3.211 -8.439 5.238 0.0 -0.1 0.0 0.080
H 1.709 -8.172 2.136 0.0 0.0 -0.1 0.113
H 1.207 -7.137 0.108 0.0 0.0 0.0 0.089
H 2.327 -5.792 -0.148 0.0 -0.1 -0.2 0.059
H 0.612 -5.474 0.159 -0.1 -0.1 -0.2 0.076
H 1.206 -0.362 4.062 -0.1 -0.2 0.0 0.075
H 1.360 1.529 5.624 0.0 0.0 0.2 0.103
H 2.970 3.358 5.180 0.0 0.1 0.1 0.096
H 4.324 3.333 3.122 0.0 0.0 0.0 0.099
H 4.051 1.487 1.487 0.0 0.0 -0.1 0.118
H 1.693 -3.694 -1.481 -0.1 -0.1 -0.3 0.000
H 2.553 -4.913 -2.419 -0.1 0.0 0.0 0.098
H 2.626 -3.228 -2.901 -0.1 0.1 0.0 0.094
H 5.047 -3.748 -2.951 0.0 0.0 -0.1 0.117
H 7.383 -3.676 -3.006 0.0 0.0 -0.1 0.070
H 8.266 -4.243 -1.585 0.1 -0.1 0.0 0.076
H 7.984 -2.523 -1.819 0.1 0.1 0.0 0.080
H 7.134 -3.515 0.758 0.1 0.0 0.1 0.118
H 5.861 -4.204 2.754 0.0 0.0 0.0 0.084
H 4.125 -3.854 2.828 0.2 0.0 0.1 0.034
H 5.291 -2.533 2.718 -0.1 0.0 0.2 0.087
H 2.358 -2.657 4.103 -0.1 0.1 0.2 0.028
H 2.317 -3.553 5.636 0.1 -0.1 0.2 0.078
H 0.822 -3.205 4.765 -0.1 0.1 0.0 0.045
H 2.153 -5.884 5.686 0.0 0.1 0.2 0.117
C -4.685 3.649 -3.455 0.2 0.1 0.5 -0.258
Si -3.976 3.163 -1.748 0.1 -1.1 -0.2 -0.022
C -2.469 4.283 -1.390 -0.5 -0.1 0.0 -0.248
C -5.357 3.498 -0.476 0.4 0.2 -0.3 -0.255
Se -3.413 0.983 -1.738 0.0 0.6 0.1 0.001
H -4.835 4.721 -3.535 -0.1 0.3 0.0 0.005
H -5.643 3.160 -3.605 -0.2 -0.1 0.0 0.010
H -4.028 3.340 -4.261 0.2 -0.1 -0.1 0.005
H -2.766 5.300 -1.157 -0.1 0.4 0.0 0.008
H -1.810 4.316 -2.252 0.1 -0.1 -0.2 0.004
H -1.901 3.900 -0.546 0.0 -0.1 0.1 -0.042
H -5.728 4.516 -0.540 -0.1 0.4 0.0 0.006
H -5.006 3.325 0.535 0.1 -0.1 0.2 0.007
H -6.194 2.829 -0.649 -0.1 -0.2 -0.1 0.011
```
Forces are in eV/Å.

Summary:
Orbital gap (alpha / beta), eV: 5.72 / 5.07
Spin multiplicity: 4
Charge: -1
⟨S²⟩: 3.7620
Largest force on an atom, Eh/bohr: 0.042
E, Eh: -6756.87676
HOMO energy (alpha / beta), eV: -3.6 / -3.6

Entry 3:
Molecular formula: C35H42N3O2
Method: DFT, wB97M-V/def2-TZVPD

```
82
Properties=species:S:1:pos:R:3:forces:R:3:lowdin_charge:R:1
C 6.620 -0.747 -1.785 -0.4 -0.2 -0.1 -0.072
O 5.822 -1.724 -1.149 -0.3 -1.0 -0.1 -0.104
C 4.464 -1.653 -1.222 0.0 0.3 0.6 -0.255
C 3.742 -2.539 -0.370 0.7 0.7 -0.7 -0.003
C 2.507 -2.109 0.083 0.0 0.3 -0.1 -0.043
C 2.001 -0.886 -0.364 -0.7 0.0 1.7 -0.202
C 1.041 -0.034 0.580 0.4 -4.8 0.1 -0.186
C -0.290 -0.173 -0.202 -1.1 1.2 -0.4 -0.105
C -1.443 -0.910 0.018 0.5 0.1 0.7 -0.063
N -2.728 -0.527 -0.342 -0.1 -0.4 -0.5 -0.014
C -3.938 -1.391 -0.229 -0.4 0.6 0.6 -0.154
C -4.212 -2.376 -1.393 0.7 0.2 0.2 -0.090
C -5.620 -2.924 -1.397 0.3 -1.1 0.1 -0.245
C -6.389 -2.890 -2.562 -0.2 0.8 0.7 -0.043
C -7.733 -3.263 -2.517 0.2 -0.8 -0.1 -0.079
C -8.262 -3.857 -1.363 0.1 0.8 0.1 -0.082
C -7.461 -3.963 -0.215 0.2 -0.6 -0.4 -0.071
C -6.116 -3.574 -0.257 -0.7 0.6 0.1 -0.042
C -5.076 -0.321 -0.224 -0.4 0.2 1.3 -0.371
O -6.194 -0.391 0.286 1.6 -0.1 -1.1 0.089
N -4.552 0.782 -0.844 0.2 0.0 0.3 -0.060
C -5.327 2.000 -1.036 0.0 -0.1 0.2 -0.015
C -3.093 0.843 -0.815 1.0 -0.4 -0.6 -0.437
C -2.591 1.926 0.196 -0.5 -0.2 -0.2 0.001
C -2.547 1.111 -2.271 -0.3 0.2 0.4 0.002
C 2.532 -0.288 -1.505 -0.3 0.1 0.1 -0.061
C 3.802 -0.619 -1.923 0.7 -1.1 0.1 -0.002
H 7.630 -1.103 -1.658 0.3 0.1 -0.1 0.094
H 6.370 -0.681 -2.843 0.2 0.1 -0.1 0.090
H 6.501 0.226 -1.303 -0.1 0.1 0.0 0.092
H 4.222 -3.438 0.027 -0.1 0.4 -0.2 0.127
H 1.966 -2.664 0.859 0.3 0.2 -0.2 0.128
H 0.840 -0.429 1.606 0.4 -0.9 -0.9 0.147
H -0.317 0.390 -1.143 -0.2 0.3 0.7 0.090
H -1.407 -1.905 0.518 -0.2 1.0 0.3 0.138
H -3.918 -1.920 0.752 -0.1 0.3 -0.7 0.158
H -4.026 -1.829 -2.324 0.0 -0.1 0.0 0.117
H -3.452 -3.166 -1.300 -0.2 0.0 -0.2 0.126
H -5.950 -2.440 -3.453 -0.2 -0.1 0.1 0.110
H -8.334 -3.176 -3.423 0.1 0.0 0.3 0.104
H -9.323 -4.135 -1.335 0.6 0.0 0.0 0.106
H -7.873 -4.433 0.684 0.2 0.3 -0.3 0.107
H -5.501 -3.672 0.647 -0.3 0.1 -0.4 0.116
H -6.365 1.676 -1.224 0.5 0.4 0.1 0.105
H -5.287 2.647 -0.130 -0.2 -0.3 -0.6 0.100
H -4.916 2.547 -1.908 -0.3 -0.2 0.5 0.096
H -3.312 1.952 1.035 0.4 0.2 -0.3 0.100
H -1.591 1.669 0.590 -0.7 0.2 -0.3 0.053
H -2.555 2.901 -0.334 -0.1 -0.4 0.6 0.091
H -3.415 1.071 -2.961 0.7 0.0 0.2 0.088
H -2.106 2.131 -2.297 -0.2 -0.7 -0.3 0.080
H -1.790 0.357 -2.574 -0.6 0.5 0.2 0.082
H 2.008 0.505 -2.035 0.1 -0.1 0.2 0.115
H 4.299 -0.101 -2.751 -0.3 -0.1 0.5 0.118
C 4.181 3.344 3.265 -0.5 -0.4 0.1 0.010
N 3.568 2.107 2.662 -1.3 0.7 -0.8 -0.001
C 2.378 2.196 2.037 2.3 -0.3 -0.1 0.029
C 1.933 1.200 0.859 -0.8 3.5 -0.3 -0.135
C 1.128 2.186 0.008 -0.9 0.4 -0.1 -0.175
C 1.066 3.608 0.539 0.3 0.1 -0.7 -0.138
C 1.862 3.623 1.853 -0.8 0.3 -0.2 -0.097
C 4.457 0.978 2.547 0.2 -0.5 0.2 -0.202
C 3.948 -0.310 2.701 -0.1 0.9 -0.2 -0.007
C 4.773 -1.387 2.458 0.4 -0.4 0.4 -0.065
C 6.096 -1.201 2.068 -0.1 -0.1 -0.6 -0.051
C 6.608 0.091 1.946 0.3 -0.4 0.6 -0.059
C 5.824 1.185 2.278 -0.6 0.5 -0.5 -0.011
H 4.992 3.057 3.925 -0.1 -0.2 0.1 0.102
H 4.584 4.006 2.497 -0.1 -0.2 -0.1 0.107
H 3.421 3.881 3.832 0.1 -0.1 0.0 0.103
H 2.911 1.059 0.401 0.2 -0.4 0.2 0.139
H 1.477 2.014 -1.015 -0.4 0.7 0.1 0.121
H 0.095 1.856 0.084 0.4 0.1 -0.5 0.053
H 1.490 4.220 -0.264 0.0 0.6 0.7 0.122
H 0.020 3.901 0.693 0.4 0.0 -0.1 0.114
H 1.255 4.003 2.701 0.4 -0.4 -0.3 0.146
H 2.668 4.357 1.702 0.0 -0.6 0.5 0.117
H 2.909 -0.418 2.994 0.1 -0.2 0.0 0.125
H 4.393 -2.384 2.632 0.0 0.0 -0.2 0.118
H 6.698 -2.072 1.778 -0.2 0.5 0.3 0.127
H 7.660 0.221 1.684 -0.3 0.1 0.0 0.121
H 6.246 2.197 2.238 -0.2 -0.5 -0.1 0.119
```
Forces are in eV/Å.

Summary:
Orbital gap, eV: 5.56
Charge: +1
Largest force on an atom, Eh/bohr: 0.094
ΔE to the lowest compared entry with this formula, charge and spin, kJ/mol: 439.54
E, Eh: -1673.23064
HOMO energy, eV: -9.5

Question: What is the formula in the first record?
Answer: C35H42F18O15S2

Question: The highest largest force on an atom belongs to which entry?
Answer: C35H42F18O15S2

Question: Which of these has the lowest E?
Answer: C35H42I2N2NiO3SeSiTe